Record 1
A 2-piece molecular cluster, N4 overall. Source: the OMol25 dataset; level of theory: wB97M-V/def2-TZVPD.

Each atom is followed by the atoms it is bonded to, with distances in Å.
CARTESIAN COORDINATES (ANGSTROEM)
1 N -1.177 0.312 0.311  N2 1.099
2 N -1.910 -0.315 -0.215  N1 1.099
3 N 1.269 0.438 -0.236  N4 1.099
4 N 1.818 -0.435 0.140  N3 1.099

Structure (SMILES): N#N.N#N
LUMO energy in eV: 1.4
HOMO energy in eV: -14.2
Gap between HOMO and LUMO in hartree: 0.576
ΔE to the lowest compared entry with this formula, charge and spin in kJ/mol: 15.5

=====

Record 2
One molecule with the formula C3H9N3. Source: the OMol25 dataset; level of theory: wB97M-V/def2-TZVPD.

Each atom is followed by the atoms it is bonded to, with distances in Å.
CARTESIAN COORDINATES (ANGSTROEM)
1 H -1.557 -0.923 0.965  N2 1.103
2 N -0.696 -0.688 1.613  H1 1.103, C3 1.273
3 C 0.084 0.000 0.879  N2 1.273, C4 1.413, N5 1.491
4 C 1.365 0.406 1.314  C3 1.413, H8 1.176, H9 1.052, H10 1.169
5 N -0.141 -0.044 -0.594  C3 1.491, C6 1.365, N7 1.391
6 C 0.671 0.530 -1.530  N5 1.365, H11 1.084, H12 1.052, H13 1.006
7 N -1.310 -0.358 -1.279  N5 1.391, H14 1.090, H15 1.052
8 H 2.223 0.033 0.602  C4 1.176
9 H 1.403 0.174 2.340  C4 1.052
10 H 1.375 1.569 1.201  C4 1.169
11 H 0.477 1.596 -1.562  C6 1.084
12 H 1.647 0.441 -1.145  C6 1.052
13 H 0.518 0.085 -2.418  C6 1.006
14 H -1.682 -1.309 -0.899  N7 1.090
15 H -2.088 0.349 -1.240  N7 1.052

Structure (SMILES): [H]/N=C(/C)N(C)N
LUMO energy in eV: 0.9
HOMO energy in eV: -8.4
Gap between HOMO and LUMO in hartree: 0.340
ΔE to the lowest compared entry with this formula, charge and spin in kJ/mol: 301.1

=====

Record 3
A 12-piece molecular cluster, H24O12 overall. Source: the OMol25 dataset; level of theory: wB97M-V/def2-TZVPD.

Each atom is followed by the atoms it is bonded to, with distances in Å.
CARTESIAN COORDINATES (ANGSTROEM)
1 O 0.496 -2.300 2.056  H2 0.963, H3 0.964
2 H 0.255 -3.225 1.935  O1 0.963
3 H -0.341 -1.827 1.988  O1 0.964
4 O 2.777 1.927 0.536  H5 0.965, H6 0.969
5 H 1.955 2.010 1.034  O4 0.965
6 H 3.151 1.101 0.878  O4 0.969
7 O -0.924 -2.910 -0.796  H8 0.962, H9 0.975
8 H -1.601 -2.707 -1.448  O7 0.962
9 H -0.566 -2.041 -0.536  O7 0.975
10 O 2.357 -0.274 2.685  H11 0.972, H12 0.967
11 H 1.813 -1.071 2.569  O10 0.972
12 H 1.741 0.459 2.548  O10 0.967
13 O 2.233 -3.038 -0.488  H14 0.964, H15 0.961
14 H 1.682 -2.264 -0.325  O13 0.964
15 H 1.668 -3.782 -0.263  O13 0.961
16 O -3.111 1.905 0.126  H17 0.962, H18 0.965
17 H -3.069 2.864 0.195  O16 0.962
18 H -2.583 1.677 -0.649  O16 0.965
19 O -2.172 1.218 -3.279  H20 0.969, H21 0.961
20 H -1.509 0.540 -3.082  O19 0.969
21 H -1.779 1.737 -3.986  O19 0.961
22 O 0.199 1.474 2.005  H23 0.964, H24 0.980
23 H 0.205 2.431 2.113  O22 0.964
24 H -0.662 1.174 2.362  O22 0.980
25 O -0.010 -0.314 -0.315  H26 0.962, H27 0.971
26 H -0.156 0.152 0.514  O25 0.962
27 H 0.217 0.392 -0.941  O25 0.971
28 O -0.059 -0.749 -3.280  H29 0.961, H30 0.965
29 H 0.666 -0.826 -3.908  O28 0.961
30 H 0.094 -1.458 -2.643  O28 0.965
31 O -2.430 0.615 2.675  H32 0.975, H33 0.963
32 H -2.720 0.757 1.755  O31 0.975
33 H -2.864 1.311 3.178  O31 0.963
34 O 1.582 1.376 -1.971  H35 0.970, H36 0.963
35 H 2.283 1.413 -1.303  O34 0.970
36 H 1.183 2.251 -1.937  O34 0.963

Structure (SMILES): O.O.O.O.O.O.O.O.O.O.O.O
LUMO energy in eV: -0.3
HOMO energy in eV: -10.7
Gap between HOMO and LUMO in hartree: 0.383
ΔE to the lowest compared entry with this formula, charge and spin in kJ/mol: 73.6

=====

Record 4
A 8-piece molecular cluster, C47H69F10NO26S overall. Source: the OMol25 dataset; level of theory: wB97M-V/def2-TZVPD.

Each atom is followed by the atoms it is bonded to, with distances in Å.
CARTESIAN COORDINATES (ANGSTROEM)
1 C -3.411 1.490 0.117  C2 1.639, H37 1.171, H38 1.191, H39 1.194
2 C -2.148 0.973 1.024  C1 1.639, C3 1.642, C4 1.672, H40 1.193
3 C -2.504 0.689 2.601  C2 1.642, H41 1.176, H42 1.191, H43 1.171
4 C -1.458 -0.441 0.457  C2 1.672, C5 1.638, H44 1.194, H45 1.170
5 C -2.602 -1.602 0.296  C4 1.638, C6 1.672, H46 1.168, H47 1.194
6 C -2.583 -2.360 -1.193  C5 1.672, C7 1.673, O11 1.501, C16 1.673
7 C -1.378 -3.483 -0.899  C6 1.673, C8 1.636, H48 1.189, H49 1.191
8 C -0.686 -4.076 -2.258  C7 1.636, C9 1.670, F10 1.490, H50 1.171
9 C 0.778 -4.734 -1.794  C8 1.670, H51 1.185, H52 1.170, H53 1.186
10 F -1.433 -5.189 -2.908  C8 1.490
11 O -2.167 -1.472 -2.329  C6 1.501, S12 1.739
12 S -2.923 -1.912 -3.832  O11 1.739, O13 1.555, O14 1.545, O15 1.705
13 O -2.001 -2.321 -5.016  S12 1.555
14 O -3.714 -0.634 -4.188  S12 1.545
15 O -3.714 -3.275 -3.182  S12 1.705, C16 1.501
16 C -4.043 -2.956 -1.752  C6 1.673, O15 1.501, C17 1.671, C22 1.637
17 C -4.394 -4.493 -1.197  C16 1.671, C18 1.639, H54 1.180, H55 1.193
18 C -4.745 -4.547 0.403  C17 1.639, C19 1.673, H56 1.194, H57 1.194
19 C -4.949 -6.113 0.956  C18 1.673, N20 1.512, O21 1.362
20 N -4.956 -7.339 0.071  C19 1.512, H58 1.064, H59 1.064
21 O -5.162 -6.200 2.299  C19 1.362
22 C -5.322 -1.967 -1.493  C16 1.637, C23 1.633, H60 1.176, H61 1.194
23 C -6.349 -1.777 -2.749  C22 1.633, C24 1.638, H62 1.173, H63 1.194
24 C -7.772 -2.581 -2.633  C23 1.638, F25 1.512, F26 1.480, C27 1.664
25 F -8.438 -2.428 -3.982  C24 1.512
26 F -7.575 -4.037 -2.453  C24 1.480
27 C -8.845 -1.907 -1.556  C24 1.664, F28 1.511, F29 1.511, C30 1.637
28 F -9.796 -1.055 -2.365  C27 1.511
29 F -8.176 -0.926 -0.622  C27 1.511
30 C -9.775 -3.016 -0.790  C27 1.637, F31 1.511, F32 1.511, C33 1.635
31 F -10.427 -3.964 -1.769  C30 1.511
32 F -8.936 -3.857 0.144  C30 1.511
33 C -10.995 -2.415 0.119  C30 1.635, F34 1.477, F35 1.508, F36 1.497
34 F -10.903 -0.978 0.451  C33 1.477
35 F -12.251 -2.585 -0.698  C33 1.508
36 F -11.165 -3.314 1.303  C33 1.497
37 H -3.238 1.414 -1.038  C1 1.171
38 H -3.732 2.581 0.472  C1 1.191
39 H -4.362 0.809 0.356  C1 1.194
40 H -1.303 1.812 0.944  C2 1.193
41 H -2.753 -0.433 2.854  C3 1.176
42 H -1.539 0.957 3.246  C3 1.191
43 H -3.372 1.414 2.902  C3 1.171
44 H -0.722 -0.776 1.335  C4 1.194
45 H -0.777 -0.272 -0.479  C4 1.170
46 H -3.666 -1.241 0.619  C5 1.168
47 H -2.307 -2.467 1.065  C5 1.194
48 H -1.784 -4.347 -0.190  C7 1.189
49 H -0.508 -2.958 -0.279  C7 1.191
50 H -0.432 -3.278 -3.075  C8 1.171
51 H 0.911 -4.745 -0.617  C9 1.185
52 H 0.979 -5.777 -2.285  C9 1.170
53 H 1.619 -4.005 -2.205  C9 1.186
54 H -5.303 -4.984 -1.769  C17 1.180
55 H -3.483 -5.245 -1.366  C17 1.193
56 H -3.930 -4.010 1.090  C18 1.194
57 H -5.771 -4.007 0.690  C18 1.194
58 H -5.222 -8.134 0.725  N20 1.064
59 H -5.821 -7.225 -0.539  N20 1.064
60 H -5.970 -2.226 -0.547  C22 1.176
61 H -4.862 -0.887 -1.272  C22 1.194
62 H -5.904 -2.014 -3.809  C23 1.173
63 H -6.629 -0.617 -2.777  C23 1.194
64 C 2.820 -0.142 -1.057  C65 1.516, H71 1.094, H72 1.096, H73 1.095
65 C 2.770 -0.750 0.330  C64 1.516, C66 1.498, O70 1.419, H74 1.097
66 C 3.804 -1.811 0.555  C65 1.498, O67 1.416, H75 1.094, H76 1.096
67 O 3.197 -2.626 1.540  C66 1.416, C68 1.368
68 C 1.849 -2.518 1.338  O67 1.368, O69 1.220, O70 1.366
69 O 1.017 -3.264 1.827  C68 1.220
70 O 1.558 -1.465 0.517  C65 1.419, C68 1.366
71 H 3.778 0.353 -1.240  C64 1.094
72 H 2.662 -0.905 -1.828  C64 1.096
73 H 2.016 0.592 -1.178  C64 1.095
74 H 2.824 0.036 1.092  C65 1.097
75 H 4.751 -1.402 0.918  C66 1.094
76 H 3.997 -2.429 -0.329  C66 1.096
77 C 3.021 4.582 -0.956  C78 1.516, H84 1.094, H85 1.096, H86 1.095
78 C 1.573 4.137 -0.923  C77 1.516, C79 1.498, O83 1.419, H87 1.097
79 C 0.664 5.002 -1.742  C78 1.498, O80 1.416, H88 1.094, H89 1.096
80 O -0.581 4.847 -1.086  C79 1.416, C81 1.368
81 C -0.284 4.604 0.227  O80 1.368, O82 1.220, O83 1.366
82 O -1.092 4.664 1.138  C81 1.220
83 O 1.035 4.285 0.382  C78 1.419, C81 1.366
84 H 3.428 4.540 -1.970  C77 1.094
85 H 3.128 5.603 -0.573  C77 1.096
86 H 3.628 3.942 -0.307  C77 1.095
87 H 1.493 3.082 -1.209  C78 1.097
88 H 0.598 4.674 -2.784  C79 1.094
89 H 0.932 6.064 -1.719  C79 1.096
90 C -11.962 -1.153 -4.262  C91 1.516, H97 1.094, H98 1.096, H99 1.095
91 C -13.349 -0.761 -4.731  C90 1.516, C92 1.498, O96 1.419, H100 1.097
92 C -14.113 -1.895 -5.344  C91 1.498, O93 1.416, H101 1.094, H102 1.096
93 O -14.989 -1.228 -6.234  C92 1.416, C94 1.368
94 C -14.337 -0.088 -6.617  O93 1.368, O95 1.220, O96 1.366
95 O -14.667 0.610 -7.562  C94 1.220
96 O -13.269 0.164 -5.804  C91 1.419, C94 1.366
97 H -12.007 -1.918 -3.482  C90 1.094
98 H -11.356 -1.529 -5.094  C90 1.096
99 H -11.435 -0.278 -3.865  C90 1.095
100 H -13.908 -0.291 -3.913  C91 1.097
101 H -14.676 -2.470 -4.603  C92 1.094
102 H -13.489 -2.580 -5.928  C92 1.096
103 C 5.781 6.858 -6.271  C104 1.516, H110 1.094, H111 1.096, H112 1.095
104 C 5.731 6.250 -4.884  C103 1.516, C105 1.498, O109 1.419, H113 1.097
105 C 6.765 5.190 -4.660  C104 1.498, O106 1.416, H114 1.094, H115 1.096
106 O 6.159 4.374 -3.674  C105 1.416, C107 1.368
107 C 4.810 4.483 -3.876  O106 1.368, O108 1.220, O109 1.366
108 O 3.978 3.737 -3.387  C107 1.220
109 O 4.520 5.535 -4.697  C104 1.419, C107 1.366
110 H 6.739 7.353 -6.454  C103 1.094
111 H 5.624 6.095 -7.042  C103 1.096
112 H 4.978 7.592 -6.393  C103 1.095
113 H 5.786 7.037 -4.122  C104 1.097
114 H 7.713 5.598 -4.296  C105 1.094
115 H 6.958 4.572 -5.544  C105 1.096
116 C 8.329 1.733 3.437  C117 1.516, H123 1.094, H124 1.096, H125 1.095
117 C 7.567 0.705 2.625  C116 1.516, C118 1.498, O122 1.419, H126 1.097
118 C 8.194 0.408 1.298  C117 1.498, O119 1.416, H127 1.094, H128 1.096
119 O 7.084 0.006 0.517  C118 1.416, C120 1.368
120 C 6.005 0.673 1.029  O119 1.368, O121 1.220, O122 1.366
121 O 4.927 0.775 0.467  C120 1.220
122 O 6.294 1.209 2.252  C117 1.419, C120 1.366
123 H 9.339 1.384 3.672  C116 1.094
124 H 8.399 2.686 2.900  C116 1.096
125 H 7.803 1.942 4.374  C116 1.095
126 H 7.414 -0.208 3.214  C117 1.097
127 H 8.938 -0.392 1.355  C118 1.094
128 H 8.648 1.284 0.821  C118 1.096
129 C 3.045 3.212 7.158  C130 1.516, H136 1.094, H137 1.096, H138 1.095
130 C 4.310 3.759 6.530  C129 1.516, C131 1.498, O135 1.419, H139 1.097
131 C 5.002 2.780 5.631  C130 1.498, O132 1.416, H140 1.094, H141 1.096
132 O 6.352 3.200 5.703  C131 1.416, C133 1.368
133 C 6.505 3.759 6.942  O132 1.368, O134 1.220, O135 1.366
134 O 7.583 4.005 7.459  C133 1.220
135 O 5.294 4.005 7.523  C130 1.419, C133 1.366
136 H 2.303 2.952 6.397  C129 1.094
137 H 3.257 2.323 7.763  C129 1.096
138 H 2.608 3.952 7.837  C129 1.095
139 H 4.101 4.704 6.014  C130 1.097
140 H 4.636 2.825 4.601  C131 1.094
141 H 4.946 1.745 5.985  C131 1.096
142 C 13.129 0.570 7.105  C143 1.516, H149 1.094, H150 1.096, H151 1.095
143 C 12.367 -0.458 6.293  C142 1.516, C144 1.498, O148 1.419, H152 1.097
144 C 12.994 -0.755 4.966  C143 1.498, O145 1.416, H153 1.094, H154 1.096
145 O 11.884 -1.157 4.185  C144 1.416, C146 1.368
146 C 10.805 -0.490 4.697  O145 1.368, O147 1.220, O148 1.366
147 O 9.727 -0.388 4.135  C146 1.220
148 O 11.094 0.046 5.920  C143 1.419, C146 1.366
149 H 14.139 0.221 7.340  C142 1.094
150 H 13.199 1.523 6.568  C142 1.096
151 H 12.603 0.779 8.042  C142 1.095
152 H 12.214 -1.371 6.882  C143 1.097
153 H 13.738 -1.555 5.023  C144 1.094
154 H 13.448 0.121 4.489  C144 1.096

Structure (SMILES): CC(C)CC[C@]1(C[C@@H](C)F)OS(=O)(=O)O[C@]1(CCC(N)=O)CCC(F)(F)C(F)(F)C(F)(F)C(F)(F)F.C[C@@H]1COC(=O)O1.C[C@@H]1COC(=O)O1.C[C@@H]1COC(=O)O1.C[C@@H]1COC(=O)O1.C[C@@H]1COC(=O)O1.C[C@@H]1COC(=O)O1.C[C@@H]1COC(=O)O1
LUMO energy in eV: -0.6
HOMO energy in eV: -9.9
Gap between HOMO and LUMO in hartree: 0.342